1.
Here is a molecular structure, C6H12BCl6F4Sn at a distorted geometry from OMol25. Energies are from ωB97M-V with the def2-TZVPD basis set.

## Properties
* charge: +2
* <S²>: 0.754
* E_LUMO (alpha / beta): -11.9946 / -12.0327 eV
* electronic energy: -3634.93519 Ha
* 2S+1: 2
* strongest force on any atom: 2.63 eV/Å
* frontier orbital gap (alpha / beta): 2.92 / 2.88 eV

Geometry as XYZ:
```
30
Properties=species:S:1:pos:R:3:forces:R:3
Sn 4.311801 1.194040 1.481702 -1.96 -1.17 -1.02
B 1.515191 0.037810 0.252382 -0.95 -0.83 -1.29
F 0.516471 -0.578920 -0.415888 -0.80 -0.08 -0.28
F 1.684911 1.349490 -0.193428 1.19 1.32 -0.14
F 1.336511 0.099860 1.592622 0.51 0.24 2.14
F 2.701051 -0.679380 -0.021028 2.24 0.61 0.67
Cl -2.448279 1.951250 -1.044248 -0.14 -0.33 -0.78
C -2.060899 1.432360 0.597492 0.30 0.05 -0.18
C -1.109869 2.429170 1.161102 0.35 -0.12 1.53
Cl -1.912409 3.967750 1.538632 0.23 -0.09 -0.22
H -1.553669 0.469530 0.535962 -0.10 -0.31 -0.29
H -2.996299 1.280510 1.136052 0.09 0.27 0.05
H -0.183509 2.570310 0.604282 -0.50 0.20 -0.52
H -0.754339 1.990370 2.093392 -0.17 0.16 0.36
Cl -2.319279 -1.908520 1.807732 -0.58 0.75 0.27
C -1.280349 -3.304440 1.749952 1.55 -0.93 -0.44
C -0.081649 -3.159070 2.715532 -0.91 -0.04 0.43
Cl 0.848211 -4.675410 2.868602 0.06 0.25 -0.48
H -0.877059 -3.328030 0.737572 0.01 -0.08 0.00
H -1.852209 -4.226360 1.855452 -0.03 0.23 0.47
H -0.382879 -2.962300 3.744432 -0.33 0.17 -0.21
H 0.527531 -2.317360 2.386102 0.25 -0.30 -0.06
Cl 2.298331 0.863450 -4.926538 -0.60 0.33 0.59
C 1.606151 1.040480 -3.267318 -1.17 -0.75 -0.24
C 0.025261 0.956610 -3.241608 1.52 0.90 -1.95
Cl -0.646259 2.300500 -4.250368 0.25 -0.79 0.75
H 1.949791 1.968760 -2.810908 -0.05 -0.14 -0.18
H 1.999221 0.157110 -2.764088 -0.17 0.25 0.37
H -0.457359 1.035930 -2.267498 -0.23 0.39 0.83
H -0.404119 0.044500 -3.656088 0.14 -0.14 -0.19
```
Forces are in eV/Å.

The computed natural (NBO) charges, all in e, follow: 1.9024 1.2872 -0.5230 -0.5670 -0.5388 -0.5555 0.2190 -0.4200 -0.4212 0.0163 0.2809 0.2732 0.2254 0.2350 -0.0437 -0.4056 -0.3852 -0.0343 0.2172 0.2458 0.2272 0.1974 0.0075 -0.4008 -0.3998 0.3309 0.2260 0.2405 0.2795 0.2833



2.
Here is a molecular structure, C6H12BFI2Ti at a distorted geometry from OMol25. Energies are from ωB97M-V with the def2-TZVPD basis set.

## Properties
* charge: +2
* E_LUMO: -11.1754 eV
* electronic energy: -1804.50161 Ha
* strongest force on any atom: 5.27 eV/Å
* frontier orbital gap: 3.11 eV

Geometry as XYZ:
```
23
Properties=species:S:1:pos:R:3:forces:R:3
C 3.651256 -0.810098 -0.261316 0.68 -0.60 -0.35
C 2.704439 0.526498 -0.391229 -0.20 -0.51 -0.36
C 1.192536 0.092371 0.084210 0.01 1.30 -1.73
I 1.392356 -0.721209 2.125815 -0.68 0.36 -0.83
B 0.095854 1.357338 -0.009430 2.81 1.30 -0.94
F 0.643975 2.600301 -0.682427 -2.48 -4.03 2.33
C -1.438627 1.293786 0.612723 -1.45 1.62 -0.12
C -2.429685 0.221078 -0.132683 3.43 -0.70 0.30
C -2.121807 -1.356292 0.199616 -0.79 -0.90 -0.30
I -4.469044 0.606642 0.689036 0.87 0.75 0.93
H 4.437700 -0.883288 -1.154848 -1.67 0.39 2.09
H 3.018941 -1.814787 -0.329664 1.14 2.24 0.09
H 4.232161 -0.873200 0.772645 -1.24 0.33 -2.33
H 2.609751 0.877359 -1.519403 0.29 -0.78 2.35
H 3.116239 1.452988 0.233583 -1.00 -2.18 -1.28
H 0.767003 -0.732692 -0.665542 1.10 1.34 1.72
H -1.906646 2.372920 0.407950 0.96 -2.17 0.54
H -1.379837 1.155769 1.791152 -0.16 -0.02 -2.51
H -2.386278 0.418768 -1.287778 -0.57 -0.22 2.17
H -0.991261 -1.623571 0.341578 -2.02 0.98 -0.28
H -2.492742 -1.998607 -0.733601 0.66 1.19 1.96
H -2.677240 -1.758245 1.174310 1.24 1.04 -2.10
Ti -5.569044 -0.403827 -1.264696 -0.93 -0.75 -1.32
```
Forces are in eV/Å.

The computed natural (NBO) charges, all in e, follow: -0.6595 -0.4353 -0.7616 0.1553 1.2025 -0.5018 -0.8775 -0.2615 -0.7009 0.2946 0.2482 0.2080 0.2417 0.2356 0.2476 0.2441 0.2638 0.3039 0.2470 0.3117 0.2113 0.2534 1.5294